# 1
C47H57Ge2N4O4Si3Ta | wB97M-V/def2-TZVPD

Computed properties:
frontier orbital gap (spin up / spin down) = 5.81 / 6.47 eV
E_HOMO (spin up / spin down) = -9.343 / -10.497 eV
E_LUMO (spin up / spin down) = -0.130 / -0.148 hartree

The geometry in ORCA input format:
```
! wB97M-V def2-TZVPD RIJCOSX def2/J DEFGRID3
* xyz 1 2
Ta -0.11123 0.41605 0.85012
O 1.94695 3.46736 3.63861
C 3.21071 3.06799 3.33649
C 4.22456 3.64197 4.09758
C 5.54553 3.35480 3.83218
C 5.88710 2.49286 2.78894
C 4.89291 1.90931 2.04384
C 3.53788 2.16001 2.31182
C 2.51862 1.47817 1.50348
O 1.20138 1.60506 1.80282
N 2.87087 0.74710 0.49962
N 1.76341 0.26382 -0.17838
C 2.06021 -0.27752 -1.36061
C 1.13438 -0.61330 -2.36050
C 1.52381 -1.42647 -3.44813
C 0.64068 -1.76522 -4.42860
C -0.68538 -1.29153 -4.34920
C -1.02672 -0.47178 -3.32190
N -0.15073 -0.11014 -2.35009
H 1.31231 3.01050 3.07873
H 3.94094 4.32337 4.89344
H 6.32283 3.81222 4.43510
H 6.92738 2.28101 2.57174
H 5.13653 1.23798 1.23166
H 3.10750 -0.45783 -1.56233
H 2.55359 -1.77129 -3.47375
H 0.95026 -2.38415 -5.26358
H -1.42368 -1.54392 -5.10044
H -2.00495 -0.02840 -3.24351
O -3.98903 0.50881 2.08559
C -3.25256 0.00731 1.30295
O -1.91634 0.31648 1.29901
C -3.70122 -0.99893 0.29636
C -5.02929 -1.36875 0.30552
C -5.44836 -2.31831 -0.60383
C -4.51613 -2.86102 -1.46929
C -3.20035 -2.43221 -1.38763
N -2.78242 -1.50668 -0.52255
H -5.69701 -0.91447 1.02499
H -6.48502 -2.63164 -0.63745
H -4.79634 -3.61771 -2.19151
H -2.44735 -2.85897 -2.03683
C -0.44900 0.94250 -1.37521
Ge -1.99420 2.19537 -1.47370
C -3.89392 1.77204 -1.50562
C -4.43170 1.12535 -2.62415
C -5.80122 0.94979 -2.75249
C -6.65774 1.43207 -1.76565
C -6.13917 2.12002 -0.67600
C -4.76424 2.30197 -0.55437
C -1.81642 3.23215 -3.12498
C -2.59130 4.39220 -3.24899
C -2.56643 5.14261 -4.41866
C -1.76397 4.74436 -5.48393
C -0.98138 3.60228 -5.37276
C -1.00935 2.85022 -4.19883
C -1.39477 3.35382 -0.00113
C -1.79059 3.26073 1.34637
C -1.19447 4.06056 2.32108
C -0.20817 4.97143 1.97072
C 0.17293 5.09740 0.63812
C -0.40699 4.29266 -0.33495
H 0.34760 1.68325 -1.45017
H -3.78919 0.79151 -3.43237
H -6.20251 0.45641 -3.63137
H -7.73050 1.28915 -1.85801
H -6.80484 2.52748 0.07931
H -4.38029 2.86614 0.28943
H -3.22191 4.71104 -2.42018
H -3.17715 6.03732 -4.50230
H -1.74697 5.32614 -6.40046
H -0.34616 3.29366 -6.19648
H -0.38284 1.96692 -4.12803
H -2.59339 2.60063 1.64744
H -1.51190 3.96899 3.35686
H 0.25198 5.59010 2.73208
H 0.92623 5.82391 0.35473
H -0.09393 4.39706 -1.36841
C -2.61619 -3.76438 2.20378
Si -0.78581 -3.84181 1.81024
C -0.39968 -4.38002 0.05200
C -0.11661 -5.13845 2.98742
Ge 0.38129 -1.77287 2.25150
Si -0.39568 -0.98925 4.42771
C 0.21134 0.73492 4.79720
C -2.24425 -1.04585 4.62119
C 0.36625 -2.15629 5.67309
Si 2.70769 -2.44026 2.43090
C 2.83468 -4.01521 3.43360
C 3.35962 -2.81142 0.72242
C 3.70651 -1.13981 3.31970
H -3.18184 -4.47448 1.58173
H -3.04245 -2.77776 2.06110
H -2.77189 -4.03643 3.25408
H -1.23902 -4.92267 -0.40301
H 0.46802 -5.05407 0.05916
H -0.15188 -3.52281 -0.58418
H -0.84907 -5.94553 3.13030
H 0.10466 -4.70269 3.97033
H 0.80884 -5.59012 2.60846
H -0.37761 1.49946 4.27644
H 1.25829 0.85153 4.51158
H 0.14158 0.94248 5.87211
H -2.76401 -0.34275 3.96809
H -2.50915 -0.79201 5.65509
H -2.63171 -2.04865 4.41201
H 1.45901 -2.17915 5.59238
H -0.00819 -3.17764 5.52858
H 0.10408 -1.84209 6.69100
H 2.56361 -4.89283 2.83487
H 2.18846 -3.99623 4.32102
H 3.87194 -4.14759 3.76953
H 2.73066 -3.56717 0.23404
H 4.38421 -3.20385 0.77567
H 3.37249 -1.91555 0.09577
H 3.06974 -0.50509 3.94792
H 4.22404 -0.49465 2.61042
H 4.45771 -1.60417 3.96993
*
```

Atom charges from the Mulliken analysis, given in e for atoms 1 to 99: -0.58, -0.66, 0.58, -0.67, -0.48, -0.94, -0.92, 0.25, 0.65, 0.00, -0.72, 1.16, -1.22, 0.64, -1.16, -0.88, -0.77, -0.20, 1.56, 0.00, 0.49, 0.41, 0.43, 0.45, 0.70, 0.54, 0.46, 0.56, 0.12, -0.62, 0.56, 0.71, -0.02, -0.93, -0.94, -1.08, -0.60, 1.18, 0.53, 0.51, 0.52, 0.53, -2.75, 1.52, 0.70, -0.67, -0.81, -0.68, -0.80, 0.16, 0.23, -0.35, -0.77, -0.56, -0.81, -0.13, 0.38, 0.19, -0.80, -0.44, -0.91, -0.45, 1.63, 0.46, 0.47, 0.41, 0.46, 0.25, 0.37, 0.42, 0.39, 0.43, 0.29, 0.01, 0.38, 0.36, 0.43, 0.42, -0.80, 1.19, -0.99, -1.38, 0.19, 0.33, -0.48, -0.98, -0.95, 0.69, -1.30, -0.68, -0.67, 0.39, -0.05, 0.49, 0.42, 0.42, 0.04, 0.41, 0.25

=====

# 2
C47H58As2MoN2O4Sb2Si | wB97M-V/def2-TZVPD

Computed properties:
frontier orbital gap (spin up / spin down) = 7.42 / 6.93 eV
E_HOMO (spin up / spin down) = -13.283 / -13.307 eV
E_LUMO (spin up / spin down) = -0.216 / -0.234 hartree

The geometry in ORCA input format:
```
! wB97M-V def2-TZVPD RIJCOSX def2/J DEFGRID3
* xyz 2 3
Mo -0.20747 0.12770 0.17774
C -0.21812 2.12780 4.09789
Sb -0.84616 2.25200 2.07819
C -0.18879 4.24922 1.83644
C -2.83782 2.69838 2.71434
C -3.77818 3.24823 1.68485
C -3.78760 4.61448 1.40642
C -4.68081 5.15155 0.49200
C -5.59612 4.31912 -0.13804
C -5.60228 2.96214 0.14494
C -4.69414 2.40723 1.04404
C -4.68068 0.92439 1.29011
Sb -3.14408 0.02385 0.08666
C -3.99396 -1.89730 -0.15011
C -3.91696 0.79770 -1.72981
H -0.59194 3.04526 4.55282
H 0.85880 2.09092 4.19930
H -0.66650 1.27571 4.59665
H -0.18381 4.66266 2.84417
H -0.88178 4.80880 1.22016
H 0.81418 4.28432 1.42025
H -2.64178 3.43510 3.49528
H -3.21062 1.80158 3.20440
H -3.11474 5.27233 1.94625
H -4.68732 6.21630 0.30141
H -6.32090 4.72863 -0.82870
H -6.34026 2.32323 -0.32628
H -5.58931 0.45620 0.90777
H -4.57554 0.64029 2.33515
H -4.99621 -1.72506 -0.54224
H -4.05678 -2.42473 0.79647
H -3.41225 -2.47195 -0.86290
H -4.99814 0.76804 -1.60150
H -3.64836 0.15907 -2.56744
H -3.60432 1.82387 -1.90815
C -0.82646 4.00707 -1.33889
C -0.94191 2.75700 -2.11938
N -0.82648 1.51038 -1.67424
C -1.03992 0.70106 -2.77600
C -1.26412 1.45667 -3.88122
N -1.20008 2.74380 -3.44120
C -1.51307 1.22419 -5.33835
O -1.64824 -0.02372 -5.74186
O -1.56554 2.18618 -6.05623
C -1.16474 -0.74611 -2.58266
O -1.50019 -1.49833 -3.47823
O -0.95667 -1.12323 -1.35012
H 0.05147 3.96192 -0.69953
H -1.71719 4.14937 -0.72220
H -0.73082 4.86982 -1.99695
H -1.32735 3.53259 -4.06486
H -1.61177 -0.65659 -4.97656
C 3.61467 -0.48832 -0.56513
C 3.45288 -0.72737 0.91408
As 1.98983 0.30769 1.69520
C 2.59034 2.15189 1.49289
C 2.58543 2.72465 0.21985
C 3.00730 4.03242 0.02797
C 3.41864 4.79328 1.11608
C 3.40625 4.23740 2.38718
C 2.99560 2.92301 2.57827
C 2.33665 -0.07339 3.55690
C 3.64897 0.08450 4.00242
C 3.97410 -0.22738 5.31467
C 2.99810 -0.69968 6.18220
C 1.69341 -0.85805 5.73795
C 1.36744 -0.54670 4.42643
As 1.88609 -0.47325 -1.46216
C 1.67279 -2.30287 -2.02523
C 1.36807 -2.64272 -3.33564
C 1.22634 -3.98141 -3.67844
C 1.38980 -4.96965 -2.72038
C 1.68816 -4.62706 -1.40718
C 1.82146 -3.29361 -1.05713
C 2.39540 0.48037 -3.06100
C 1.94151 1.75563 -3.37084
C 2.41876 2.40849 -4.49959
C 3.35265 1.78828 -5.31728
C 3.82027 0.52040 -4.99936
C 3.34683 -0.13665 -3.87311
H 4.20440 -1.27667 -1.03269
H 4.08893 0.46796 -0.78123
H 4.35335 -0.47703 1.47232
H 3.21896 -1.76597 1.12806
H 2.25990 2.16236 -0.64446
H 3.02339 4.45036 -0.97129
H 3.75253 5.81236 0.97243
H 3.72604 4.82380 3.23857
H 3.01116 2.51107 3.57805
H 4.42509 0.45939 3.34740
H 4.99298 -0.10200 5.65593
H 3.25591 -0.94708 7.20332
H 0.92886 -1.22842 6.40871
H 0.35199 -0.67772 4.08854
H 1.23580 -1.88175 -4.09400
H 0.98690 -4.24781 -4.69912
H 1.28355 -6.01051 -2.99511
H 1.81262 -5.39788 -0.65770
H 2.03421 -3.04073 -0.02523
H 1.23048 2.25391 -2.72922
H 2.05971 3.40034 -4.74335
H 3.71801 2.29180 -6.20213
H 4.55369 0.03644 -5.63050
H 3.71484 -1.12897 -3.64474
C -1.82710 -1.61818 2.96940
Si -0.60424 -2.06668 1.59187
C 0.81810 -2.97010 2.45362
C -1.33882 -3.41681 0.51492
H -1.81190 -2.40062 3.73580
H -2.85604 -1.55330 2.60892
H -1.59460 -0.67203 3.46692
H 0.68689 -4.02949 2.21996
H 0.75818 -2.87447 3.53327
H 1.83469 -2.71440 2.17207
H -2.29286 -3.74877 0.92809
H -0.66420 -4.27300 0.53587
H -1.48172 -3.14029 -0.52415
*
```

Atom charges from the Mulliken analysis, given in e for atoms 1 to 99: -0.21, -1.35, -0.54, -1.40, -1.59, 0.54, -0.47, -0.86, -0.82, -0.52, 0.72, -1.64, 0.27, -1.26, -1.44, 0.77, 0.54, 0.42, 0.66, 0.56, 0.19, 0.95, 0.52, 0.52, 0.47, 0.46, 0.48, 0.76, 0.73, 0.66, 0.36, 0.43, 0.80, 0.57, 0.20, -0.63, -1.48, 2.35, -1.70, 0.29, 0.28, 0.48, -0.58, -0.58, 0.98, -0.85, -0.12, -0.46, 0.02, 0.58, 0.35, 0.41, -1.18, -1.07, 2.07, 0.97, -0.47, -0.85, -0.86, -1.05, -0.99, 0.73, -1.25, -0.91, -0.76, -1.13, -0.29, 1.67, 0.71, -0.50, -0.98, -0.79, -0.77, -0.76, 0.48, 0.21, -0.73, -0.86, -0.85, -0.87, 0.78, 0.58, 0.87, 0.58, -0.22, 0.54, 0.43, 0.48, 0.34, 0.39, 0.46, 0.44, 0.50, 1.01, 0.49, 0.47, 0.43, 0.50, 0.16

=====

E_tot in eV, matching the order above: -202029.12557; -205324.47030
Energy above the lowest of the compared OMol25 structures with the same formula, charge and spin in kJ/mol, matching the order above: 173.06; 20.28